Molecular formula: C41H82BrGeN2O8P2SbSeSi3Sn
Method: DFT, wB97M-V/def2-TZVPD

Last column: Mulliken charge in e.
Cartesian coordinates (Å):
Sn  1.0994  -1.0397  0.2804  0.8062
C  3.1401  -3.4255  1.8327  -0.7190
O  3.1456  -2.1115  1.2295  0.4221
C  4.3785  -1.4528  1.1843  0.5683
C  5.4702  -1.7782  1.9679  -0.2462
C  6.6216  -0.9983  1.8828  -0.6706
Br  8.0786  -1.4136  2.9837  -0.1038
C  6.6973  0.0817  1.0145  -0.5274
C  5.6107  0.3672  0.1979  0.3746
C  4.4640  -0.3999  0.2989  0.1712
O  3.3422  -0.0923  -0.4608  0.3929
C  5.5871  1.4676  -0.7923  -0.7450
N  5.5178  2.7315  -0.5171  -0.5286
C  5.4905  3.3751  -1.7577  0.6988
C  5.4892  4.7399  -2.0491  -0.9495
C  5.5164  5.1072  -3.3786  -0.5425
C  5.5252  4.1470  -4.4067  -0.6696
C  5.5262  2.7924  -4.1348  -0.8145
C  5.5212  2.4334  -2.7889  0.5346
N  5.5307  1.1958  -2.1499  0.1221
H  3.3142  -3.3525  2.9047  0.4138
H  3.9014  -4.0458  1.3635  0.6152
H  2.1527  -3.8392  1.6495  -0.4823
H  5.4514  -2.6141  2.6524  0.5901
H  7.5869  0.6942  0.9650  0.6794
H  3.6032  0.6363  -1.0525  -0.2510
H  5.5025  5.4742  -1.2549  0.5071
H  5.5591  6.1556  -3.6413  0.4748
H  5.5598  4.4774  -5.4363  0.4621
H  5.5678  2.0583  -4.9297  0.5166
H  5.8432  0.3344  -2.5720  0.2810
C  -0.2236  -4.0357  -2.2551  -1.2669
C  -1.6375  -3.5131  -2.2384  2.1504
C  -2.6552  -4.4919  -2.7716  -1.6738
O  -1.9938  -3.2202  -0.8288  -0.0135
P  -2.4517  -1.8505  -0.2783  -0.5594
O  -1.4225  -0.7196  -0.5311  1.0480
C  -2.7369  -2.2416  1.4558  -0.6693
P  -1.1885  -2.5622  2.3802  -1.3240
O  -0.0669  -2.5331  1.3563  -0.4387
O  -1.1319  -1.3665  3.3583  0.2907
C  -0.3862  -1.2644  4.6566  1.6381
C  1.0182  -1.8069  4.5104  -1.2176
C  -1.1861  -1.9034  5.7640  -1.5679
O  -1.2740  -3.8352  3.2209  -0.2157
C  -1.3529  -5.3107  2.9463  0.4362
C  -0.9319  -5.6371  1.5344  -0.7755
C  -2.7493  -5.7605  3.2914  -1.3989
O  -3.7893  -1.4818  -0.9919  -0.3266
C  -5.0008  -0.8577  -0.3750  0.8806
C  -5.8937  -1.9282  0.2075  -1.4854
C  -5.6959  -0.0859  -1.4717  -1.3609
H  0.0594  -4.2957  -3.2751  0.5168
H  -0.1469  -4.9359  -1.6444  0.3331
H  0.4878  -3.2984  -1.8747  0.1469
H  -1.7005  -2.5673  -2.7814  -1.5218
H  -2.6132  -5.4262  -2.2105  0.3892
H  -2.4444  -4.7158  -3.8178  0.4475
H  -3.6660  -4.0918  -2.6935  0.3592
H  -3.3380  -3.1541  1.4374  0.5701
H  -3.2932  -1.4584  1.9724  0.7044
H  -0.3480  -0.1868  4.8020  -0.8163
H  1.0058  -2.8828  4.3221  0.3031
H  1.5637  -1.6329  5.4375  0.6535
H  1.5502  -1.3057  3.6983  0.0065
H  -1.2497  -2.9835  5.6419  0.2453
H  -2.1940  -1.4915  5.8098  0.3943
H  -0.6935  -1.6947  6.7140  0.5254
H  -0.6405  -5.7246  3.6562  0.3623
H  -1.6176  -5.1978  0.8054  0.0626
H  -0.9494  -6.7200  1.4148  0.5768
H  0.0790  -5.2878  1.3234  0.0108
H  -3.4759  -5.4034  2.5573  0.2415
H  -3.0405  -5.4056  4.2788  0.3790
H  -2.7838  -6.8497  3.3037  0.4838
H  -4.6480  -0.1701  0.4007  0.2281
H  -6.1712  -2.6443  -0.5667  0.3133
H  -6.8058  -1.4645  0.5835  0.5143
H  -5.4335  -2.4686  1.0331  0.2892
H  -6.1294  -0.7712  -2.2001  0.3941
H  -5.0125  0.5944  -1.9834  0.1908
H  -6.5128  0.4920  -1.0381  0.5397
C  -0.7177  -1.4511  -4.9765  -0.8571
Si  -2.2098  -0.4015  -4.6715  0.3500
C  -3.7987  -1.2688  -4.3679  -0.3499
C  -2.3163  1.1238  -5.6947  -1.0640
Sb  -1.6606  0.9122  -2.2197  0.1992
Si  -2.8655  3.3863  -1.3785  0.2625
C  -3.4218  3.8747  -3.0606  -0.9616
C  -4.1961  3.0403  -0.1592  -0.9039
C  -1.3466  4.2032  -0.7454  -0.5479
Si  0.8764  1.7426  -2.7439  0.2237
C  0.4312  2.9508  -4.0920  -1.3762
C  1.8615  0.2994  -3.3730  -0.2773
C  1.7615  2.5950  -1.3575  0.8934
H  -1.0314  -2.4509  -5.2892  0.5020
H  -0.0658  -1.5560  -4.1116  -0.0405
H  -0.1340  -1.0254  -5.7957  0.4831
H  -3.9475  -2.0332  -5.1379  0.4687
H  -4.6325  -0.5683  -4.4354  0.4154
H  -3.8298  -1.7537  -3.3959  -0.3051
H  -2.5404  0.8049  -6.7208  0.4589
H  -1.3835  1.6844  -5.7305  0.3072
H  -3.1231  1.7892  -5.3828  0.2910
H  -4.3130  3.3273  -3.3734  0.3722
H  -2.6574  3.7727  -3.8311  0.2931
H  -3.6908  4.9381  -3.0193  0.4900
H  -4.6307  2.0475  -0.2678  0.0661
H  -5.0002  3.7651  -0.3275  0.4799
H  -3.8501  3.1672  0.8663  0.3996
H  -0.7307  4.5691  -1.5688  0.4030
H  -0.7446  3.5482  -0.1141  -0.3847
H  -1.6413  5.0757  -0.1508  0.5538
H  0.5263  2.5006  -5.0808  0.5147
H  1.1422  3.7813  -4.0419  0.4387
H  -0.5686  3.3813  -4.0151  0.2767
H  1.5965  0.0561  -4.4015  0.6295
H  1.7576  -0.6054  -2.7713  -0.1647
H  2.9194  0.5845  -3.3729  0.1427
H  1.4473  3.6343  -1.2623  0.6556
H  2.8300  2.6209  -1.6146  -0.6538
H  1.6505  2.1172  -0.3858  -0.4709
C  1.3691  5.0456  4.7984  -1.2332
Ge  0.9507  3.1642  4.6051  0.7118
C  -0.8421  2.8002  5.2782  -1.0757
C  2.2789  1.9436  5.3241  -0.9157
C  1.0762  2.9192  2.6111  -1.3120
Se  0.4062  1.2464  1.8442  -0.0047
C  -1.5040  1.5319  2.0304  0.8102
H  1.4960  5.2727  5.8577  0.3990
H  0.5586  5.6665  4.4173  0.3733
H  2.2948  5.3071  4.2865  0.4112
H  -0.8295  3.0235  6.3466  0.4342
H  -1.1558  1.7617  5.1661  0.1913
H  -1.5875  3.4564  4.8265  0.3576
H  2.1119  1.7833  6.3894  0.3981
H  3.2764  2.3662  5.2038  0.4205
H  2.2465  0.9770  4.8159  0.0592
H  2.1410  2.9323  2.3659  0.7061
H  0.6013  3.7268  2.0525  0.5776
H  -1.6558  2.0576  2.9681  0.4483
H  -2.0000  0.5670  2.0628  -0.2959
H  -1.8664  2.1142  1.1898  -1.0487

Calculated values
Gap between HOMO and LUMO: 4.923 eV
Multiplicity: 1
E: -309665.3591 eV
Net charge: +4